{"formula": "C9H9O3S", "method": "the ωB97M-V functional and the def2-TZVPD basis", "lumo_energy_ev": 3.176, "fmax_ev_per_a": 3.1, "total_energy_ha": -972.20907, "homo_ev": -4.1, "total_charge": -1, "orbital_gap_ev": 7.27, "species": ["C", "C", "C", "C", "C", "C", "C", "C", "C", "O", "O", "O", "S", "H", "H", "H", "H", "H", "H", "H", "H", "H"], "coordinates": [[2.582, -0.443, -0.957], [1.393, -0.729, -1.676], [2.411, -0.297, 0.403], [0.166, -0.746, -1.095], [1.136, -0.389, 1.071], [-0.016, -0.666, 0.296], [-1.892, -2.193, 1.343], [-2.261, 0.852, -0.738], [-1.349, -0.732, 0.868], [-2.162, -2.415, 2.491], [-1.851, -2.825, 0.305], [-2.402, -0.199, 0.230], [-1.025, 0.691, 3.183], [3.553, -0.321, -1.350], [1.420, -0.586, -2.718], [3.415, -0.195, 0.989], [-0.708, -1.148, -1.532], [1.062, 0.021, 2.078], [-2.871, 1.828, -0.431], [-2.853, 0.636, -1.651], [-1.167, 0.990, -0.877], [-1.470, -0.431, 3.719]]}